C15H36N2O7PS | the ωB97M-V functional and the def2-TZVPD basis

Last column: natural (NBO) charge in e.
CARTESIAN COORDINATES (ANGSTROEM)
C -2.416 -4.577 1.156  -0.623
C -1.425 -3.816 0.289  -0.071
O -1.909 -3.809 -1.081  -0.802
P -1.555 -2.579 -2.009  2.415
O -1.201 -3.018 -3.336  -1.098
C -0.177 -1.613 -1.335  -0.847
C 0.631 -1.045 -2.479  -0.531
S 2.184 -0.450 -1.768  0.822
C 1.844 1.287 -1.341  -0.550
C 2.007 1.442 0.174  -0.625
C 3.446 -0.539 -3.023  -0.223
O 3.115 0.243 -4.113  -0.283
O 4.037 -0.209 -5.095  -0.435
O -2.784 -1.573 -2.089  -0.804
C -3.902 -1.800 -1.199  -0.065
C -4.833 -2.894 -1.708  -0.643
H -3.407 -4.321 0.818  0.218
H -2.298 -4.216 2.164  0.220
H -2.229 -5.635 1.098  0.226
H -0.486 -4.342 0.280  0.192
H -1.321 -2.824 0.710  0.173
H 0.445 -2.274 -0.747  0.245
H -0.548 -0.842 -0.671  0.261
H 0.823 -1.772 -3.255  0.293
H 0.093 -0.218 -2.912  0.270
H 0.796 1.408 -1.570  0.308
H 2.484 1.946 -1.899  0.256
H 1.132 1.908 0.591  0.250
H 2.160 0.501 0.669  0.223
H 2.856 2.071 0.396  0.223
H 3.505 -1.581 -3.318  0.237
H 4.387 -0.280 -2.545  0.224
H 3.734 0.258 -5.896  0.490
H -3.582 -1.982 -0.180  0.168
H -4.460 -0.879 -1.189  0.192
H -5.865 -2.634 -1.542  0.223
H -4.615 -3.811 -1.187  0.214
H -4.628 -3.018 -2.757  0.237
C -2.126 2.558 -1.259  0.547
O -1.051 1.994 -1.444  -0.711
N -2.498 3.130 -0.116  -0.403
C -3.791 3.780 0.032  -0.402
C -1.587 3.105 1.019  -0.419
H -2.885 2.633 -2.051  0.127
H -3.650 4.831 0.287  0.208
H -4.361 3.295 0.825  0.205
H -4.352 3.715 -0.897  0.217
H -0.654 3.605 0.758  0.213
H -1.358 2.075 1.296  0.216
H -2.042 3.611 1.865  0.219
C 2.269 2.039 4.171  0.533
O 1.464 1.571 3.383  -0.656
N 3.548 1.652 4.293  -0.421
C 4.447 2.256 5.262  -0.401
C 4.047 0.594 3.433  -0.415
H 1.995 2.840 4.877  0.115
H 5.298 2.709 4.751  0.201
H 4.813 1.497 5.955  0.204
H 3.925 3.025 5.826  0.217
H 3.953 0.887 2.387  0.199
H 3.468 -0.317 3.586  0.214
H 5.092 0.401 3.661  0.213

Its HOMO energy is -11.65 eV. Its energy is -53568.0953 eV. Its charge is +1.



C4H15N3O | the ωB97M-V functional and the def2-TZVPD basis

Last column: natural (NBO) charge in e.
CARTESIAN COORDINATES (ANGSTROEM)
N 0.254 1.845 1.183  -0.846
C 1.031 2.190 0.030  -0.233
C 1.180 1.085 -1.141  -0.241
N -0.024 0.306 -1.505  -0.640
C -0.299 -0.874 -0.684  -0.236
C -1.730 -1.345 -0.763  -0.218
N -2.528 -0.933 0.381  -0.882
H -0.713 1.846 0.918  0.359
H 0.656 1.075 1.691  0.378
H 2.098 2.267 0.253  0.181
H 0.771 3.171 -0.376  0.183
H 1.561 1.440 -2.098  0.198
H 1.929 0.403 -0.751  0.179
H -0.808 0.939 -1.546  0.345
H 0.383 -1.671 -1.013  0.190
H -0.051 -0.682 0.357  0.186
H -2.201 -1.043 -1.731  0.165
H -1.857 -2.427 -0.773  0.187
H -3.433 -1.322 0.553  0.380
H -2.245 -0.078 0.793  0.362
H 2.623 -1.617 2.256  0.469
H 1.670 -2.765 2.027  0.472
O 1.735 -1.810 1.938  -0.938

Its HOMO energy is -7.94 eV. Its energy is -10907.8151 eV. The value obtained for the energy above the lowest of the compared OMol25 structures with the same formula, charge and spin is 39.8 kcal/mol. As for the SMILES: NCCNCCN.O. Its charge is 0.



C2BrClI2O | the ωB97M-V functional and the def2-TZVPD basis

Last column: natural (NBO) charge in e.
CARTESIAN COORDINATES (ANGSTROEM)
C -1.886 -0.516 0.013  0.443
C 1.905 0.523 -0.013  -0.514
O -1.788 -0.438 -1.124  -0.466
Cl -3.287 0.085 0.953  -0.026
Br -0.617 -1.520 1.054  0.059
I 3.442 1.247 1.153  0.244
I 2.229 0.619 -2.036  0.260

Its HOMO energy is -8.72 eV. Its energy is -102883.9391 eV. The value obtained for the energy above the lowest of the compared OMol25 structures with the same formula, charge and spin is 55.7 kcal/mol. Its charge is 0.



C7H14PSSc | the ωB97M-V functional and the def2-TZVPD basis

Last column: natural (NBO) charge in e.
CARTESIAN COORDINATES (ANGSTROEM)
C 0.229 -1.548 -2.057  -0.528
C -0.271 -0.439 -2.696  -0.363
C 0.213 0.880 -2.417  -0.466
C 1.415 1.049 -1.661  -0.370
C 2.017 0.005 -0.998  -0.532
Sc -0.014 -0.185 -0.479  0.902
P 1.348 -2.269 0.377  0.179
H -0.144 -2.566 -2.216  0.187
H -1.110 -0.499 -3.405  0.203
H -0.305 1.757 -2.814  0.225
H 2.957 0.133 -0.451  0.186
H 1.789 2.078 -1.568  0.200
H 2.645 -2.203 0.967  -0.003
H 1.543 -3.445 -0.394  0.027
H 0.646 -2.877 1.470  -0.056
C -2.710 0.680 1.651  -0.735
S -1.330 1.665 1.006  0.272
C -0.160 1.569 2.395  -0.737
H -2.963 -0.095 0.918  0.227
H -3.558 1.365 1.762  0.239
H -2.454 0.233 2.617  0.232
H -0.490 0.833 3.137  0.229
H 0.836 1.307 2.014  0.244
H -0.129 2.571 2.841  0.239

Its HOMO energy is -6.26 eV. Its energy is -48304.8844 eV. The value obtained for the energy above the lowest of the compared OMol25 structures with the same formula, charge and spin is 0.0 kcal/mol. Its charge is 0.



| no. | gap between HOMO and LUMO (eV) |
| --- | --- |
| 1 | 9.6 |
| 2 | 8.6 |
| 3 | 7.1 |
| 4 | 6.2 |